(1)
Below is a molecular structure, C4H4N2O2 at a distorted geometry, with properties calculated with the ωB97M-V functional and the def2-TZVPD basis.

Values from the calculation:
Spin multiplicity   1
Relative energy (zero: lowest compared OMol25 entry of this formula, charge and spin)   83.53 kcal per mole
Gap between HOMO and LUMO   10.30 eV
HOMO level   -0.390 hartree

Cartesian coordinates (Å):
C (-0.87, -1.27, -0.31)
C (-0.11, 0.76, 0.77)
C (0.95, 0.37, 1.57)
C (0.64, 0.46, -1.49)
H (-1.88, -1.13, 0.57)
H (-0.37, 1.76, 0.66)
H (-1.06, 0.51, 1.31)
H (1.23, 1.32, -1.18)
N (-0.18, -0.01, -0.46)
N (1.72, -0.39, 2.21)
O (-0.77, -2.25, -1.08)
O (0.70, -0.13, -2.57)

These are the natural (NBO) partial charges, in e, on atoms 1 to 8: 0.5503 -0.3760 0.2339 0.5307 0.1214 0.2589 0.2692 0.1393

(2)
Below is a molecular structure, C4H4N2O2 at a distorted geometry, with properties calculated with the ωB97M-V functional and the def2-TZVPD basis.

Values from the calculation:
Spin multiplicity   1
Relative energy (zero: lowest compared OMol25 entry of this formula, charge and spin)   208.33 kcal per mole
Gap between HOMO and LUMO   10.05 eV
HOMO level   -0.354 hartree

Cartesian coordinates (Å):
C (-0.34, -1.20, -1.05)
C (-1.18, -0.28, -1.43)
C (-0.59, 0.70, 0.38)
C (1.09, -0.55, 1.09)
H (-0.66, -2.38, -1.34)
H (-2.09, -0.37, -2.35)
H (-1.35, -0.24, 1.01)
H (1.57, -1.23, 1.85)
N (0.67, 1.34, 0.44)
N (1.30, 0.68, 1.50)
O (0.61, -1.27, 0.05)
O (-1.25, 1.02, -0.88)

These are the natural (NBO) partial charges, in e, on atoms 1 to 8: -0.0024 0.0463 0.2388 0.3424 0.2448 0.2506 0.2491 0.1880

(3)
Below is 2 unconnected molecules or ions with the total composition C4H4N2O2S at a distorted geometry, with properties calculated with the ωB97M-V functional and the def2-TZVPD basis.

Values from the calculation:
Spin multiplicity   1
Relative energy (zero: lowest compared OMol25 entry of this formula, charge and spin)   177.00 kcal per mole
Gap between HOMO and LUMO   9.47 eV
HOMO level   -0.337 hartree

Cartesian coordinates (Å):
C (0.37, -2.26, -0.32)
C (-2.98, 0.36, 0.19)
C (-2.81, -0.81, 0.38)
C (0.85, 0.31, -0.34)
N (-0.66, -2.77, -0.33)
N (1.63, 1.29, -0.07)
O (2.96, 0.90, 0.11)
O (1.45, 2.51, 0.15)
S (1.69, -1.21, -0.17)
H (-2.71, 1.40, 0.08)
H (3.41, 1.66, 0.39)
H (-3.03, -1.73, 0.62)
H (-0.16, 0.35, -0.70)

These are the natural (NBO) partial charges, in e, on atoms 1 to 8: 0.0286 -0.2534 -0.1951 -0.2142 -0.2934 0.3532 -0.5530 -0.4863

(4)
Below is a molecular structure, C4H4N2O4P at a distorted geometry, with properties calculated with the ωB97M-V functional and the def2-TZVPD basis.

Values from the calculation:
Charge   -1
Spin multiplicity   1
Relative energy (zero: lowest compared OMol25 entry of this formula, charge and spin)   64.70 kcal per mole
Gap between HOMO and LUMO (spin up / spin down)   5.00 / 5.08 eV
HOMO level (spin up / spin down)   -0.157 / -0.158 hartree

Cartesian coordinates (Å):
C (-0.33, -0.25, 0.84)
C (-0.51, 0.49, -0.32)
C (0.83, -1.15, 1.02)
C (0.63, 0.53, -1.29)
N (1.79, -0.86, 0.22)
N (1.92, -0.08, -0.73)
O (1.99, 1.50, -3.25)
O (0.18, -0.15, -2.35)
O (0.97, -0.24, -4.83)
O (2.52, -0.97, -2.92)
P (1.58, 0.07, -3.48)
H (-1.23, -0.28, 1.42)
H (-1.31, 1.02, -0.76)
H (0.97, -1.79, 1.91)
H (1.11, 1.51, -1.63)

These are the natural (NBO) partial charges, in e, on atoms 1 to 8: -0.2932 -0.1154 -0.0437 0.0741 -0.1052 0.0525 -1.1779 -0.7024

(5)
Below is C4H4N2OS in the gas phase at a distorted geometry, with properties calculated with the ωB97M-V functional and the def2-TZVPD basis.

Values from the calculation:
Structure (SMILES)   Nc1cc(=S)ocn1
Spin multiplicity   1
Relative energy (zero: lowest compared OMol25 entry of this formula, charge and spin)   41.54 kcal per mole
Gap between HOMO and LUMO   8.47 eV
HOMO level   -0.312 hartree

Cartesian coordinates (Å):
C (0.01, 0.54, 0.51)
C (0.89, -0.40, 0.12)
C (0.74, -1.40, -0.87)
C (-1.61, -0.72, -0.58)
H (1.19, 1.90, 1.51)
H (-0.59, 2.46, 1.38)
H (1.95, 0.00, 0.40)
H (-2.67, -0.75, -0.77)
N (0.26, 1.85, 0.94)
N (-1.36, 0.31, 0.16)
O (-0.66, -1.47, -1.13)
S (1.85, -2.30, -1.68)

These are the natural (NBO) partial charges, in e, on atoms 1 to 8: 0.4088 -0.4185 0.1819 0.4326 0.3994 0.4284 0.2176 0.2096

(6)
Below is C4H4N2OS in the gas phase at a distorted geometry, with properties calculated with the ωB97M-V functional and the def2-TZVPD basis.

Values from the calculation:
Structure (SMILES)   O/C=C1\C=NC(=S)N1
Spin multiplicity   1
Relative energy (zero: lowest compared OMol25 entry of this formula, charge and spin)   29.76 kcal per mole
Gap between HOMO and LUMO   7.20 eV
HOMO level   -0.297 hartree

Cartesian coordinates (Å):
C (-1.50, -0.72, -0.04)
C (-0.28, -0.12, -0.03)
C (1.97, 0.09, 0.05)
C (0.13, 1.26, 0.00)
H (-2.67, 0.84, 0.18)
H (-1.45, -1.86, -0.20)
H (1.06, -1.79, -0.02)
H (-0.50, 2.18, 0.02)
N (0.93, -0.80, 0.09)
N (1.41, 1.39, -0.04)
O (-2.69, -0.16, 0.00)
S (3.59, -0.31, -0.02)

These are the natural (NBO) partial charges, in e, on atoms 1 to 8: 0.2227 -0.0657 0.2077 0.0805 0.4987 0.1924 0.4262 0.2054